11
Properties=species:S:1:pos:R:3 method="wB97M-V/def2-TZVPD" energy_ev=-17559.794 e_above_lowest_kj_mol=528.1 charge=0 orbital_gap_ev="8.47 / 7.43" e_homo_ev="-9.6 / -9.6"
C 0.349 0.608 0.007
C -0.163 -1.821 -0.974
C 0.011 1.538 1.123
N 0.733 0.864 -1.109
O 0.694 -1.575 -1.817
S 0.091 -0.969 0.709
H -1.266 -1.434 -1.279
H -0.134 -2.769 -0.554
H -0.601 1.153 2.000
H -0.612 2.323 0.566
H 0.897 2.083 1.327